Record 1
The following is a quantum chemistry calculation of a molecular structure, C31H49FeN2O2P2 in a non-equilibrium geometry, from the Open Molecules 2025 dataset.

Calculated values
max |F|	8.12	eV/Å
HOMO (alpha / beta)	-9.22 / -10.45	eV

```
! RIJCOSX wB97M-V def2-TZVPD def2/J DEFGRID3
* xyz 1 5
N 1.14 -0.88 0.19
H 0.48 4.13 2.05
H -0.83 4.94 2.11
C -0.84 -2.21 0.24
H 3.92 -5.57 -2.36
C -1.76 -1.54 -0.75
C -0.17 0.76 -2.90
C -2.82 -2.12 -1.43
C -1.33 -0.07 -2.45
C 1.82 -5.02 -2.08
C 2.01 2.42 -1.89
H -2.86 1.84 3.15
O -0.44 4.15 1.69
H -1.57 1.76 1.95
C 1.61 -2.10 2.97
H -0.35 1.25 -3.86
H 3.16 -1.97 -0.10
C 2.17 2.92 -3.33
H 0.70 0.11 -3.04
C -2.31 2.93 -1.12
H 3.23 3.18 -3.48
C 0.93 -4.12 -1.51
C -0.40 -2.87 4.31
C -1.77 -0.02 3.21
H -3.81 -2.21 -3.35
C 1.42 -3.01 -0.81
H 1.58 3.82 -3.54
H 1.72 -1.12 3.46
C -1.08 3.27 -1.98
H 0.29 4.98 -2.22
H -1.16 -3.24 0.45
H 2.57 0.31 -2.24
H -0.32 -2.03 5.01
C -2.92 -0.82 3.83
C -2.17 -0.78 -3.32
H -0.66 3.34 -4.16
H -0.15 -4.27 -1.58
C 0.17 -2.59 2.91
O 1.70 1.84 2.09
H 2.93 0.88 -0.61
C 3.70 -3.75 -1.22
H 0.17 -3.70 4.75
H -2.13 -0.57 -4.39
H 1.45 -5.90 -2.61
C -2.36 1.17 2.44
H -0.29 4.70 -0.53
C 3.21 -4.85 -1.93
C 0.20 -4.00 2.29
H 2.20 -2.85 3.52
H 3.93 1.43 -1.99
C 2.90 1.18 -1.67
P -0.77 -1.17 1.98
H -2.08 2.99 -0.05
H -2.10 2.38 -3.71
H -1.44 -3.21 4.26
H 1.91 2.15 -4.07
C -3.03 -1.73 -2.76
H -3.50 -0.15 4.48
C 0.81 1.50 1.38
C 0.56 -2.01 -0.15
H -3.10 3.67 -1.34
H -2.15 4.14 -3.63
P 0.23 1.95 -1.54
H -3.09 0.83 1.69
N -1.35 -0.31 -1.12
H -3.42 -2.85 -0.90
H 0.01 1.09 3.80
Fe -0.07 0.50 0.25
H -1.35 1.19 4.94
C -0.79 0.51 4.26
H -1.38 5.38 -1.76
H 3.52 3.72 -1.08
H 1.91 4.45 -1.03
H 0.87 -4.59 2.92
H -2.57 -1.65 4.44
H -3.58 -1.19 3.04
H -0.79 -4.48 2.30
H 0.61 -4.05 1.28
C -0.56 4.66 -1.59
H -0.35 -0.28 4.87
C 2.46 3.51 -0.90
H 4.77 -3.60 -1.04
C -1.51 3.26 -3.46
C 2.81 -2.82 -0.68
H 2.35 3.18 0.14
H -2.71 1.94 -1.35
H 2.05 -2.02 1.97
*
```

=====

Record 2
The following is a quantum chemistry calculation of a molecular structure, C24H47BCl2O2P2Sc in a non-equilibrium geometry, from the Open Molecules 2025 dataset.

Calculated values
max |F|	3.76	eV/Å
HOMO	-3.22	eV

```
! RIJCOSX wB97M-V def2-TZVPD def2/J DEFGRID3
* xyz -1 1
Cl -0.01 -1.21 1.57
H -4.35 -3.36 -2.00
H 2.54 -1.94 1.64
C -2.89 -1.82 -2.50
C 3.30 -0.10 0.74
C -1.91 -2.89 -2.95
H -5.24 0.15 -0.65
H 3.06 1.95 1.44
H -2.59 2.71 -0.49
H 2.45 -1.21 -2.88
C 1.06 4.08 5.08
C 4.49 -1.32 -2.26
C -0.24 2.33 3.38
H 1.58 4.75 5.75
H -0.03 3.09 6.67
C 4.09 1.96 -1.45
H 2.58 1.16 -2.74
H -4.96 0.42 -2.37
C -4.31 -2.40 -2.51
P -2.41 -0.94 -0.90
H 1.91 -2.95 -0.81
C 0.63 3.24 2.87
H 5.08 -1.24 -1.35
C 1.31 4.14 3.70
H -2.69 1.06 -2.04
H -5.05 -1.75 -2.06
H 0.76 2.42 -2.00
C -3.52 -1.12 1.73
C -3.36 -1.87 0.41
H 4.34 2.69 -2.22
H -2.40 -3.55 -3.66
H -1.67 -3.18 0.78
H -4.61 -2.58 -3.54
H 0.15 -2.03 -1.43
C -3.20 0.75 -1.12
P 2.26 -0.17 -0.81
H -3.83 -1.82 2.50
O 0.76 3.10 1.54
H -4.36 -2.01 -0.01
H 1.43 2.67 -0.39
C -4.70 0.76 -1.37
H 4.28 0.23 0.40
H 4.10 -2.12 0.85
C 3.00 -1.45 -1.97
C 2.74 0.95 1.69
H 2.11 3.51 -1.77
C 2.67 1.45 -1.69
H -1.55 -3.50 -2.12
Cl -0.13 0.02 -3.04
H 3.99 -1.29 2.38
H 4.17 2.48 -0.49
C -2.83 1.75 -0.03
H 3.53 -3.44 -1.26
H -1.05 -2.45 -3.44
H -1.20 1.51 5.14
B -0.10 1.96 1.18
H 4.71 -0.47 -2.90
H 1.66 0.93 1.70
C 0.15 3.14 5.61
H 2.02 4.85 3.29
C 2.66 -2.89 -1.59
C 3.49 -1.45 1.43
H 3.09 0.74 2.70
C -0.51 2.25 4.75
H -5.07 1.78 -1.28
Sc -0.07 -0.61 -0.67
H 4.83 -2.21 -2.79
H -2.92 -3.92 -0.22
C -2.75 -3.25 0.62
H -3.65 1.92 0.66
H 2.27 -3.40 -2.47
H -4.28 -0.35 1.66
H 4.85 1.19 -1.47
H -2.84 -1.01 -3.23
H -1.97 1.43 0.54
H -2.59 -0.67 2.05
C 1.68 2.57 -1.44
O -0.73 1.54 2.43
H -3.19 -3.71 1.50
*
```

=====

no.,E (eV)
1,-92973.408
2,-94749.124